F2OSi in the gas phase at a distorted geometry. Source: OMol25; level of theory: ωB97M-V with the def2-TZVPD basis set.

Last column: Löwdin charge in e.
Cartesian coordinates (Å):
O (-1.406, -0.058, -0.627)  -0.271
F (1.152, 0.861, -0.653)  -0.063
F (0.268, -0.802, 1.306)  -0.065
Si (-0.014, -0.001, -0.026)  0.400

gap between HOMO and LUMO = 10.640 eV
strongest force on any atom = 1.80 eV/A
charge = 0
total energy = -15363.153 eV
SMILES = O=[Si](F)F
E_LUMO = -0.87 eV